{
  "formula": "C38H64ClIO6Si2",
  "method": "ωB97M-V/def2-TZVPD",
  "lumo_ha": -0.0332,
  "homo_ha": -0.342,
  "gap_ha": 0.309,
  "smiles": "CCCCCCCCCCCC1=C(COCC)C(=O)c2c(CC(=O)I)cc([C@H](Cl)CC)c(OCCC)c2C1=O.C[Si](C)(C)O[Si](C)(C)C",
  "energy_ha": -3274.80592,
  "total_charge": 0,
  "elements": ["C", "C", "C", "C", "C", "C", "C", "C", "C", "C", "C", "C", "C", "C", "O", "C", "C", "C", "O", "C", "C", "C", "C", "O", "I", "C", "C", "C", "Cl", "C", "C", "C", "O", "C", "C", "C", "C", "C", "O", "H", "H", "H", "H", "H", "H", "H", "H", "H", "H", "H", "H", "H", "H", "H", "H", "H", "H", "H", "H", "H", "H", "H", "H", "H", "H", "H", "H", "H", "H", "H", "H", "H", "H", "H", "H", "H", "H", "H", "H", "H", "H", "H", "H", "H", "H", "C", "Si", "C", "C", "O", "Si", "C", "C", "C", "H", "H", "H", "H", "H", "H", "H", "H", "H", "H", "H", "H", "H", "H", "H", "H", "H", "H"],
  "positions_angstrom": [[-9.0746, 3.8883, -1.0685], [-9.0575, 4.1455, -2.5751], [-7.8741, 5.0158, -3.0363], [-6.6801, 4.2575, -3.6233], [-6.1892, 3.0478, -2.8258], [-4.8218, 2.5320, -3.3016], [-4.8913, 1.4058, -4.3541], [-4.0202, 1.6085, -5.6060], [-3.2016, 0.3761, -5.9762], [-2.0228, 0.1689, -5.0284], [-1.1946, -1.0697, -5.3897], [0.0691, -1.2392, -4.5933], [0.5316, -2.4138, -4.1327], [-0.1750, -3.7364, -4.3096], [0.2304, -4.7022, -3.3709], [-0.3960, -4.5569, -2.1036], [0.4624, -5.2451, -1.0437], [1.8642, -2.4220, -3.4587], [2.6527, -3.3267, -3.5993], [2.1671, -1.2357, -2.6157], [2.9358, -1.3176, -1.4636], [3.5163, -2.6140, -0.9423], [3.2629, -2.7323, 0.5428], [2.2034, -2.6666, 1.0601], [5.0252, -3.0212, 1.7623], [3.1722, -0.1444, -0.7518], [2.6640, 1.0828, -1.1495], [2.8247, 2.3368, -0.3248], [4.3424, 2.3433, 0.6078], [1.6288, 2.5520, 0.6141], [1.5243, 1.5549, 1.7639], [1.9201, 1.1573, -2.3308], [1.4959, 2.3815, -2.7185], [0.0882, 2.6013, -2.8998], [-0.3031, 3.9535, -2.3209], [-0.1350, 5.0900, -3.3257], [1.6729, -0.0048, -3.0627], [0.9087, -0.0202, -4.3471], [0.9504, 0.8841, -5.1477], [-9.7324, 3.0575, -0.8094], [-9.4245, 4.7700, -0.5307], [-8.0810, 3.6428, -0.6940], [-9.0412, 3.1942, -3.1099], [-9.9841, 4.6518, -2.8478], [-7.5365, 5.6354, -2.2003], [-8.2258, 5.7124, -3.8003], [-6.9572, 3.9166, -4.6271], [-5.8551, 4.9618, -3.7525], [-6.9210, 2.2454, -2.9472], [-6.1564, 3.2825, -1.7604], [-4.2375, 2.2030, -2.4401], [-4.2719, 3.3771, -3.7257], [-4.6049, 0.4656, -3.8770], [-5.9321, 1.2812, -4.6566], [-4.6589, 1.8739, -6.4512], [-3.3422, 2.4522, -5.4588], [-2.8246, 0.4407, -6.9997], [-3.8412, -0.5122, -5.9334], [-1.3970, 1.0567, -5.0376], [-2.4185, 0.0264, -4.0169], [-0.9610, -1.0385, -6.4582], [-1.8275, -1.9459, -5.2418], [0.0166, -4.1451, -5.3030], [-1.2532, -3.5711, -4.2188], [-0.5170, -3.4957, -1.8620], [-1.3920, -5.0106, -2.1427], [-0.1060, -6.0003, -0.5023], [0.8439, -4.5360, -0.3081], [1.3014, -5.7478, -1.5212], [4.5812, -2.6691, -1.1574], [3.0474, -3.4865, -1.3977], [3.7627, -0.1951, 0.1551], [2.8811, 3.1732, -1.0161], [1.6763, 3.5704, 1.0010], [0.7311, 2.4570, -0.0054], [0.5408, 1.6369, 2.2274], [1.6203, 0.5274, 1.4080], [2.2776, 1.7294, 2.5279], [-0.4655, 1.7746, -2.4493], [-0.0981, 2.6046, -3.9743], [0.3529, 4.1477, -1.4672], [-1.3221, 3.9086, -1.9360], [-0.6049, 6.0055, -2.9654], [-0.5685, 4.8419, -4.2944], [0.9227, 5.3099, -3.4744], [2.5997, -3.3696, 6.5985], [4.1566, -2.3370, 6.5089], [5.5677, -3.4003, 5.8920], [3.8814, -0.9288, 5.3216], [4.5204, -1.7317, 7.9985], [4.8784, -2.2620, 9.5155], [5.1599, -0.7960, 10.6301], [6.4285, -3.3087, 9.4803], [3.4596, -3.2776, 10.1907], [2.7551, -4.2814, 7.1789], [2.2843, -3.6610, 5.5940], [1.7838, -2.8106, 7.0616], [6.5140, -2.8561, 5.9301], [5.3837, -3.6955, 4.8569], [5.6757, -4.3096, 6.4868], [4.7703, -0.3030, 5.2196], [3.0529, -0.2919, 5.6382], [3.6396, -1.3363, 4.3372], [5.9908, -0.1787, 10.2838], [5.3993, -1.1510, 11.6349], [4.2730, -0.1633, 10.6980], [6.2666, -4.2456, 8.9437], [6.7421, -3.5558, 10.4969], [7.2491, -2.7783, 8.9927], [3.3432, -4.2168, 9.6465], [2.5174, -2.7299, 10.1218], [3.6339, -3.5195, 11.2415]]
}


{
  "formula": "C14H34FeO8SSi3",
  "method": "ωB97M-V/def2-TZVPD",
  "lumo_ha": [0.0620, 0.1004],
  "multiplicity": 2,
  "homo_ha": [-0.217, -0.220],
  "gap_ha": [0.279, 0.320],
  "de_lowest_ev": 1.092,
  "energy_ha": -3686.39445,
  "total_charge": -1,
  "elements": ["Fe", "C", "C", "C", "O", "C", "O", "O", "H", "H", "H", "H", "H", "H", "H", "C", "O", "Si", "C", "C", "C", "Si", "C", "C", "C", "Si", "C", "C", "C", "H", "H", "H", "H", "H", "H", "H", "H", "H", "H", "H", "H", "H", "H", "H", "H", "H", "H", "H", "H", "H", "H", "H", "H", "H", "H", "H", "O", "S", "O", "O", "O"],
  "positions_angstrom": [[0.7146, 0.7573, -0.0991], [2.8072, 2.5474, 2.6234], [2.4446, 1.2002, 2.0161], [2.7899, 0.0754, 2.9912], [1.0498, 1.1373, 1.7068], [3.2478, 0.9520, 0.7691], [4.4470, 1.1342, 0.6934], [2.5414, 0.4309, -0.2090], [2.2802, 2.6890, 3.5715], [2.5379, 3.3608, 1.9495], [3.8818, 2.5841, 2.7938], [2.2160, 0.1973, 3.9140], [3.8564, 0.0892, 3.2197], [2.5361, -0.8943, 2.5549], [0.3867, 2.5335, 1.8051], [1.2518, 1.7685, -3.1932], [0.6842, 0.9121, -2.2180], [-0.2941, -0.4241, -2.3501], [-1.5954, -0.1647, -3.6491], [0.8036, -1.7945, -2.9642], [-0.8677, -0.6961, -0.6115], [-0.0419, -2.0495, 0.4056], [-0.9303, -3.6674, -0.0057], [1.7376, -2.5223, 0.0808], [-0.2864, -1.8411, 2.2405], [-2.4741, 0.0179, 0.1234], [-3.5276, 1.0994, -0.9801], [-2.3390, 0.7111, 1.8518], [-3.5790, -1.5030, 0.3353], [2.0421, 1.2445, -3.7345], [1.6696, 2.6306, -2.6833], [0.4748, 2.0916, -3.8888], [-1.1773, -0.3919, -4.6335], [-1.9587, 0.8654, -3.6644], [-2.4563, -0.8185, -3.4828], [0.8785, -1.7462, -4.0555], [0.4345, -2.7887, -2.6961], [1.8081, -1.6862, -2.5469], [-0.8947, -3.8737, -1.0810], [-1.9798, -3.6566, 0.2909], [-0.4337, -4.4953, 0.5148], [1.7679, -3.2699, -0.7146], [2.0947, -2.9825, 1.0088], [2.4253, -1.7169, -0.1730], [-1.3495, -1.8070, 2.4937], [0.1805, -0.9329, 2.6266], [0.1627, -2.7099, 2.7331], [-3.4162, 2.1501, -0.7094], [-4.5741, 0.8017, -0.8717], [-3.2619, 1.0159, -2.0331], [-1.3067, 0.8345, 2.1829], [-2.8522, 0.0593, 2.5629], [-2.7977, 1.7035, 1.8779], [-3.7228, -2.0476, -0.6053], [-4.5641, -1.1766, 0.6906], [-3.1798, -2.2068, 1.0695], [-0.5474, 4.5384, -0.5827], [-0.0635, 3.3169, -0.0318], [-0.0891, 3.4161, 1.5129], [-0.8961, 2.0827, -0.3278], [1.3034, 2.9154, -0.4141]]
}


{
  "formula": "CHN3O4S",
  "method": "ωB97M-V/def2-TZVPD",
  "lumo_ha": [-0.0509, -0.0574],
  "homo_ha": [-0.348, -0.368],
  "gap_ha": [0.297, 0.311],
  "de_lowest_ev": 2.246,
  "energy_ha": -901.84379,
  "total_charge": 0,
  "elements": ["C", "N", "N", "N", "O", "O", "O", "O", "S", "H"],
  "positions_angstrom": [[-1.9990, 0.0211, -0.9222], [-2.9953, 0.5772, -0.8497], [-0.8321, -0.6302, -1.1190], [1.7906, 0.8512, 0.6284], [1.3196, -0.9303, 1.5142], [2.8706, 1.2766, 0.5033], [-0.5327, -1.5513, -0.1037], [0.6616, 1.1563, 0.4182], [-0.1038, -0.8657, 1.3404], [-0.1795, 0.0952, -1.4100]]
}


{
  "formula": "C2H2Cl2O2",
  "method": "ωB97M-V/def2-TZVPD",
  "lumo_ha": 0.0201,
  "homo_ha": -0.399,
  "gap_ha": 0.419,
  "smiles": "O=C(Cl)OCCl",
  "de_lowest_ev": 1.734,
  "energy_ha": -1148.24259,
  "total_charge": 0,
  "elements": ["O", "C", "Cl", "O", "C", "Cl", "H", "H"],
  "positions_angstrom": [[-2.5095, 0.1074, 1.6802], [-2.5950, -0.0989, 0.5282], [-3.8897, -0.2868, -0.5086], [-1.3699, -0.3474, -0.4313], [-0.0902, -0.4405, 0.0359], [0.4064, -2.1317, -0.1263], [0.4238, 0.3318, -0.4301], [0.0681, -0.2577, 1.1424]]
}


{
  "formula": "C6H8N3O2",
  "method": "ωB97M-V/def2-TZVPD",
  "lumo_ha": [0.1385, 0.1386],
  "homo_ha": [-0.073, -0.146],
  "gap_ha": [0.212, 0.285],
  "smiles": "O=C1N=N[C@@H]2CCC[C@]12N[O-]",
  "de_lowest_ev": 2.526,
  "energy_ha": -548.07345,
  "total_charge": -1,
  "elements": ["O", "C", "N", "N", "C", "C", "C", "C", "C", "N", "O", "H", "H", "H", "H", "H", "H", "H", "H"],
  "positions_angstrom": [[-3.2518, 0.9429, -1.5302], [-2.5152, 0.8711, -0.5479], [-2.6676, 1.6017, 0.5630], [-1.8435, 1.4135, 1.5076], [-0.8698, 0.3230, 1.0978], [0.6447, 0.7125, 1.0673], [1.1119, -0.1861, -0.0706], [0.0247, -0.1393, -1.1310], [-1.2810, -0.1530, -0.2967], [-2.0117, -1.4515, -0.1007], [-1.8571, -2.1653, 0.9780], [-1.0510, -0.3285, 1.9753], [1.1616, 0.3715, 1.9907], [0.6928, 1.7773, 0.7174], [2.1528, 0.0823, -0.5432], [1.2077, -1.2428, 0.2612], [0.1042, 0.7634, -1.7175], [-0.0318, -0.9360, -1.8763], [-2.7862, -1.4759, -0.6072]]
}


{
  "formula": "CH4NOP",
  "method": "ωB97M-V/def2-TZVPD",
  "lumo_ha": [-0.0449, -0.0457],
  "homo_ha": [-0.297, -0.297],
  "gap_ha": [0.252, 0.251],
  "smiles": "C=[PH2]N=O",
  "de_lowest_ev": 5.687,
  "energy_ha": -511.65518,
  "total_charge": 0,
  "elements": ["C", "P", "N", "O", "H", "H", "H", "H"],
  "positions_angstrom": [[-0.8870, 0.9054, -0.0770], [-0.0645, -0.5827, -0.0528], [1.5718, -0.1732, -0.3153], [2.3719, 0.0693, 0.5789], [-0.4618, 1.6521, 0.5760], [-1.9002, 1.0012, -0.3961], [-0.2741, -1.6141, 0.9027], [-0.3561, -1.2580, -1.2163]]
}